A structure of composition C5H12N2O. Source: the OMol25 dataset; level of theory: wB97M-V/def2-TZVPD.

**HOMO level**: -6.88 eV
**Energy above the lowest of the compared OMol25 structures with the same formula, charge and spin**: 106.04 kcal per mole
**Total energy**: -10403.8256 eV
**Spin multiplicity**: 1

Each line ends with the Löwdin charge.
Cartesian coordinates (Å):
1 C -0.2158 -1.4877 0.1779  -0.501
2 C 1.4385 0.3820 -0.4554  -0.247
3 C 1.1266 0.9433 -1.8389  -0.189
4 C -2.0314 1.4131 1.5483  -0.094
5 N 0.4866 -2.3709 0.9486  0.171
6 C -0.9669 0.5857 0.9105  -0.188
7 O -0.4099 -1.9534 -1.0750  0.089
8 N -1.1254 -0.6638 0.7473  0.094
9 H -0.8244 -1.2580 -1.6019  0.114
10 H 0.7630 -2.0297 1.8558  0.115
11 H 1.1140 -2.9799 0.4467  0.112
12 H 1.9568 -0.5759 -0.5350  0.038
13 H 2.1252 1.0467 0.0820  0.053
14 H 0.3216 0.7046 0.2941  0.063
15 H 0.4571 0.2820 -2.4012  0.043
16 H 0.6242 1.9137 -1.7677  0.061
17 H 2.0159 1.0802 -2.4632  0.057
18 H -2.9114 0.8448 1.8604  0.066
19 H -1.6072 1.9256 2.4159  0.071
20 H -2.3370 2.1977 0.8508  0.072

Cartesian forces, eV/Å:
C -0.33 -0.58 0.07
C -0.49 0.28 0.29
C 0.09 0.01 0.03
C -0.15 -0.15 0.09
N -0.32 0.46 -0.48
C -0.21 0.37 0.03
O 0.29 0.21 0.49
N 0.28 -0.08 -0.14
H -0.03 0.05 0.06
H 0.09 -0.09 -0.11
H 0.03 0.09 0.17
H -0.09 -0.06 0.03
H 0.02 0.03 -0.06
H 0.77 -0.48 -0.39
H 0.01 0.02 -0.03
H 0.02 -0.05 0.00
H -0.07 0.00 0.00
H 0.01 0.01 0.00
H -0.01 -0.01 -0.07
H 0.06 -0.04 0.03